87
Properties=species:S:1:pos:R:3:forces:R:3 method="wB97M-V/def2-TZVPD" molar_mass_g_mol=514.60 gap_ev=9.98 smiles=OCCO.OCCO.OCCO.OCCO.OCCO.OCCO.CCO.CO.CO.CO charge=0 multiplicity=1 homo_energy_ev=-10.0 e_tot_ev=-51256.4304 e_above_lowest_ev=0.862
C -0.469 0.426 0.355 -1.0 0.5 -0.1
O -0.970 -0.263 -0.774 0.3 -0.3 -0.6
H -0.849 1.448 0.352 0.2 0.3 0.1
H -0.885 -0.040 1.249 0.6 -0.1 0.3
H 0.618 0.478 0.313 -0.1 -0.4 0.2
H -1.844 0.063 -1.001 0.0 0.1 0.1
C -6.536 -1.384 0.651 1.0 -0.6 0.3
O -7.441 -1.845 -0.258 -1.9 -0.4 -2.3
H -6.541 -2.259 1.300 0.3 0.9 1.3
H -5.535 -1.356 0.221 0.3 0.3 0.0
H -6.830 -0.393 0.999 0.2 -0.2 0.8
H -7.548 -1.209 -0.969 -0.1 0.0 -0.1
C -2.630 -4.789 -3.102 -0.8 -1.0 -0.1
O -3.669 -5.767 -3.506 1.1 1.3 0.4
H -2.230 -5.107 -2.139 0.3 0.0 -0.1
H -1.856 -4.754 -3.868 -0.1 -0.2 0.1
H -3.011 -3.777 -2.962 -0.4 -0.1 -0.2
H -3.866 -6.257 -2.705 -0.2 -0.1 -0.1
C -2.448 -6.490 5.116 -2.2 -0.7 -0.4
C -2.786 -5.252 4.203 2.6 -1.0 -0.1
O -1.538 -4.891 3.559 -0.4 0.1 -0.5
O -1.724 -6.232 6.247 1.4 1.8 1.8
H -1.946 -7.344 4.662 -0.1 0.5 -1.4
H -3.393 -6.911 5.458 -0.7 0.0 -0.2
H -3.183 -4.330 4.627 -0.3 -0.5 0.8
H -3.451 -5.570 3.401 0.0 -0.1 0.1
H -1.040 -4.286 4.114 -0.1 0.0 0.2
H -1.306 -7.018 6.608 -0.1 0.0 -0.3
C -5.375 3.227 -5.645 -1.7 1.1 3.8
C -4.498 3.046 -4.405 -0.8 0.2 0.4
O -4.420 1.699 -3.902 0.0 0.8 -0.5
O -4.710 3.103 -6.770 2.2 -0.9 -3.7
H -5.755 4.246 -5.586 -0.1 0.2 -0.1
H -6.251 2.582 -5.570 -0.2 -0.4 0.1
H -4.961 3.693 -3.661 0.2 -0.4 0.5
H -3.498 3.432 -4.606 0.1 0.1 -0.1
H -4.011 1.222 -4.628 0.1 -0.5 0.2
H -4.142 2.337 -6.654 0.2 -0.1 -0.7
C -2.070 6.769 1.603 2.2 -0.9 -0.4
C -0.838 7.428 2.324 -0.8 -0.9 0.8
O -0.103 6.525 3.204 -0.8 0.6 -0.8
O -1.594 5.846 0.567 -0.3 0.4 0.7
H -2.754 7.483 1.144 0.0 0.2 0.3
H -2.558 6.095 2.307 -0.3 0.4 0.0
H -1.218 8.172 3.024 0.0 0.2 -0.2
H -0.157 7.916 1.626 0.0 -0.1 -0.2
H 0.083 5.700 2.750 0.0 0.0 -0.3
H -1.112 6.357 -0.087 0.0 0.1 -0.1
C 4.282 -4.548 -0.462 0.5 1.0 -2.5
C 2.820 -4.660 -0.139 -0.5 0.0 0.2
O 2.615 -5.988 0.276 -0.4 -0.7 0.5
O 4.669 -5.487 -1.515 -0.2 0.3 1.1
H 4.999 -4.462 0.354 -0.3 -0.9 0.4
H 4.478 -3.630 -1.016 -0.4 0.5 0.3
H 2.130 -4.481 -0.963 0.6 0.2 -0.8
H 2.395 -3.997 0.615 0.8 0.5 0.4
H 1.685 -5.995 0.514 -0.1 -0.7 0.2
H 4.218 -6.321 -1.366 -0.1 -0.2 0.3
C 3.360 -1.098 4.780 -0.6 2.3 0.2
C 3.991 0.103 4.043 0.5 -0.9 1.3
O 3.428 1.371 4.435 -0.3 -0.7 -1.4
O 1.972 -1.127 4.452 0.0 -1.3 -0.5
H 3.385 -0.912 5.854 0.6 -0.4 0.3
H 3.898 -2.000 4.489 -0.5 -0.2 0.1
H 3.877 -0.221 3.009 -0.5 1.3 -0.4
H 5.069 0.126 4.202 0.2 0.0 0.2
H 3.481 1.505 5.384 0.3 -0.3 0.1
H 1.567 -0.262 4.548 0.4 0.3 0.1
C 5.288 5.334 1.180 -0.1 -1.0 0.2
C 4.801 4.097 0.338 0.6 2.4 -0.1
O 5.226 4.272 -1.063 -0.3 -0.5 1.6
O 4.879 6.587 0.652 0.2 -1.1 0.0
H 6.374 5.272 1.258 0.3 0.1 -0.1
H 4.920 5.237 2.201 -0.2 0.0 0.0
H 3.712 4.131 0.374 0.1 -0.6 -0.1
H 5.298 3.226 0.766 -0.6 -0.3 0.0
H 6.014 3.725 -1.070 0.2 0.2 -0.7
H 5.075 6.412 -0.271 -0.1 0.7 -0.7
C 3.400 0.087 -5.813 0.1 0.2 0.6
C 2.542 -0.023 -4.516 0.6 -0.9 -1.1
O 1.842 1.156 -4.467 -1.1 2.2 0.1
H 3.924 -0.801 -6.164 -0.1 -0.2 0.4
H 4.135 0.860 -5.587 0.2 -0.1 -0.1
H 2.860 0.487 -6.672 -0.5 -0.2 0.2
H 3.171 -0.096 -3.629 0.3 -0.4 0.0
H 1.796 -0.818 -4.499 0.4 -0.7 -0.3
H 1.268 1.173 -3.698 0.0 0.0 0.1